Density functional theory data (ωB97M-V/def2-TZVPD) for C19H46Ba2N3O9 as an isolated structure in a non-equilibrium geometry.

Calculated values
Molar mass (g mol⁻¹): 735.25
2S+1: 1
Net charge: +3
Highest occupied orbital energy (eV): -14.21

CARTESIAN COORDINATES (ANGSTROEM)
Ba -1.573 -19.901 -5.221
Ba 2.004 -17.903 -6.651
O 1.796 -22.348 -7.310
C 0.774 -21.586 -6.889
O -0.382 -22.035 -6.813
O 0.994 -20.348 -6.695
H 1.342 -23.135 -7.672
C 2.370 -26.192 -4.652
O 1.609 -26.614 -5.770
C 0.535 -25.778 -6.126
C -0.781 -25.853 -5.359
N -1.783 -24.894 -5.835
C -2.078 -25.042 -7.280
C -3.198 -24.078 -7.621
O -3.285 -23.864 -9.035
C -2.255 -23.067 -9.603
H 1.759 -25.607 -3.948
H 3.126 -25.454 -4.960
H 2.751 -27.106 -4.211
H 0.348 -26.066 -7.161
H 0.892 -24.732 -6.131
H -0.580 -25.775 -4.285
H -1.199 -26.857 -5.457
H -1.526 -23.925 -5.668
H -2.449 -26.061 -7.403
H -1.205 -24.916 -7.917
H -3.006 -23.092 -7.166
H -4.187 -24.477 -7.414
H -1.961 -22.248 -8.935
H -2.651 -22.670 -10.534
H -1.412 -23.732 -9.807
C 5.991 -16.895 -11.646
O 5.898 -17.299 -10.300
C 7.094 -17.148 -9.571
C 8.265 -18.017 -10.042
N 7.960 -19.422 -10.295
C 7.283 -20.111 -9.186
C 6.689 -21.427 -9.621
O 6.172 -22.127 -8.494
C 4.891 -21.745 -8.145
H 5.035 -16.907 -12.176
H 6.631 -17.480 -12.313
H 6.293 -15.842 -11.660
H 6.842 -17.503 -8.561
H 7.290 -16.093 -9.347
H 9.200 -17.919 -9.492
H 8.549 -17.714 -11.059
H 7.361 -19.543 -11.104
H 6.457 -19.492 -8.810
H 8.038 -20.306 -8.421
H 7.455 -22.051 -10.077
H 5.849 -21.277 -10.311
H 4.822 -20.645 -8.092
H 4.613 -22.206 -7.197
H 4.100 -22.089 -8.826
C -4.318 -22.968 -4.514
O -3.244 -22.131 -4.033
C -2.482 -22.758 -2.995
C -1.436 -21.834 -2.406
N -0.270 -21.580 -3.285
C 0.659 -22.684 -3.547
C 1.636 -22.944 -2.408
O 0.961 -23.563 -1.351
C 1.817 -24.053 -0.340
H -4.661 -22.447 -5.409
H -5.125 -23.018 -3.784
H -3.970 -23.955 -4.818
H -1.994 -23.656 -3.385
H -3.159 -23.076 -2.197
H -1.048 -22.422 -1.561
H -1.766 -20.921 -1.902
H 0.256 -20.816 -2.866
H 1.220 -22.547 -4.478
H 0.074 -23.561 -3.830
H 2.213 -22.065 -2.079
H 2.396 -23.639 -2.797
H 2.739 -24.482 -0.740
H 1.261 -24.766 0.265
H 2.129 -23.295 0.392


Density functional theory data (ωB97M-V/def2-TZVPD) for a 3-piece molecular cluster, C25H42IN4O4S overall in a non-equilibrium geometry.

Calculated values
Molar mass (g mol⁻¹): 621.61
2S+1: 1
Net charge: +1
Highest occupied orbital energy (eV): -10.35

CARTESIAN COORDINATES (ANGSTROEM)
C 0.063 -0.532 4.436
C -0.590 0.735 3.809
S 0.036 1.082 2.119
C 1.758 1.616 2.347
O 2.725 0.542 2.446
C 3.032 0.034 1.249
O 2.463 0.374 0.228
C 4.165 -0.982 1.069
C 4.561 -1.249 -0.248
C 5.574 -2.123 -0.470
N 6.161 -2.743 0.563
C 5.837 -2.537 1.840
C 6.617 -3.322 2.870
C 6.131 -4.817 2.809
C 4.658 -4.992 3.226
I 4.437 -5.253 5.358
C 4.809 -1.618 2.147
C 4.525 -1.401 3.593
C 5.449 -0.775 4.459
C 5.086 -0.674 5.788
N 3.978 -1.101 6.374
C 3.095 -1.667 5.560
C 3.361 -1.820 4.207
H 0.817 -0.179 5.150
H -0.666 -1.118 5.013
H 0.521 -1.180 3.682
H -0.273 1.603 4.404
H -1.679 0.635 3.807
H 2.027 2.370 1.602
H 1.784 2.122 3.322
H 4.058 -0.749 -1.073
H 5.905 -2.312 -1.489
H 6.920 -3.390 0.365
H 7.688 -3.332 2.625
H 6.452 -2.993 3.898
H 6.205 -5.179 1.768
H 6.791 -5.464 3.401
H 4.023 -4.150 2.933
H 4.256 -5.895 2.756
H 6.397 -0.398 4.075
H 5.811 -0.178 6.444
H 2.167 -2.032 6.000
H 2.601 -2.310 3.589
C -1.386 4.475 -2.599
C -1.206 3.299 -1.644
C -2.178 2.137 -1.904
O -3.501 2.360 -1.449
C -4.308 3.134 -2.319
N -1.302 3.788 -0.264
H -2.253 5.086 -2.347
H -0.514 5.129 -2.559
H -1.496 4.132 -3.630
H -0.194 2.911 -1.796
H -1.820 1.268 -1.344
H -2.181 1.847 -2.963
H -4.073 2.944 -3.370
H -4.205 4.198 -2.095
H -5.349 2.861 -2.141
H -1.081 3.024 0.368
H -2.284 3.980 -0.079
C -6.687 -0.800 -6.325
C -6.602 -0.133 -4.956
C -7.754 0.844 -4.671
O -7.648 2.091 -5.334
C -8.080 2.090 -6.683
N -5.294 0.520 -4.827
H -6.382 -0.134 -7.132
H -6.027 -1.668 -6.362
H -7.702 -1.146 -6.532
H -6.660 -0.927 -4.206
H -7.738 1.080 -3.604
H -8.729 0.382 -4.875
H -8.925 1.414 -6.840
H -7.258 1.826 -7.352
H -8.396 3.103 -6.933
H -5.200 0.876 -3.879
H -5.319 1.361 -5.400


Density functional theory data (ωB97M-V/def2-TZVPD) for C23H42BeCl3N4O3SSi as an isolated structure in a non-equilibrium geometry.

Calculated values
Molar mass (g mol⁻¹): 598.14
2S+1: 1
Net charge: -1
Highest occupied orbital energy (eV): -4.09
Energy relative to the best compared isomer or geometry (same formula, charge and spin) (kJ/mol): 0.0

CARTESIAN COORDINATES (ANGSTROEM)
C 2.845 -2.337 -2.487
C 2.334 -1.536 -3.649
H 1.976 -2.881 -2.070
H 3.245 -1.680 -1.698
H 3.613 -3.070 -2.790
C 2.285 -2.044 -4.892
C 2.640 -3.453 -5.201
H 2.076 -1.417 -5.760
H 2.086 -4.112 -4.520
H 3.714 -3.648 -5.059
H 2.358 -3.695 -6.227
Be 1.758 0.544 0.988
Cl 2.359 -0.654 2.374
Cl 2.984 1.063 -0.390
C 0.689 2.770 1.690
O 0.586 1.499 1.563
N -0.346 3.525 1.992
C -1.683 2.926 2.053
C -0.202 4.951 2.275
H 1.643 3.316 1.557
H -1.723 2.144 2.826
H -1.961 2.487 1.090
H -2.382 3.729 2.297
H 0.760 5.157 2.757
H -1.006 5.278 2.928
H -0.260 5.556 1.364
H -0.115 -2.511 3.214
H -1.166 -3.936 0.653
C -0.944 -3.174 3.491
C -1.872 -4.228 1.448
N -1.982 -3.207 2.469
H -1.351 -2.831 4.445
C -3.031 -2.349 2.444
O -4.007 -2.447 1.700
H -2.864 -4.386 1.017
H -2.905 -1.498 3.172
H -0.566 -4.193 3.609
H -1.501 -5.139 1.926
O 0.792 -0.424 -2.198
C 1.732 -0.198 -3.224
C 0.380 0.315 -5.329
C 1.303 0.721 -4.358
H -0.027 -0.700 -5.271
C -0.044 1.235 -6.300
H 2.538 0.302 -2.665
C 1.928 1.967 -4.449
H -0.861 0.963 -6.975
C 0.500 2.530 -6.317
C 1.518 2.866 -5.420
H 2.691 2.209 -3.692
H 0.156 3.268 -7.049
H 1.949 3.880 -5.421
Si -0.783 0.021 -1.405
Cl -0.378 -1.392 0.077
C -1.942 -0.203 -2.893
C -0.336 1.883 -1.386
C -2.478 0.270 -0.222
H -1.578 0.325 -3.794
H -2.927 0.234 -2.657
H -2.055 -1.254 -3.197
H -3.026 1.162 -0.558
H -2.305 0.323 0.870
H -3.156 -0.597 -0.307
H -0.430 2.240 -2.420
H 0.719 2.013 -1.106
H -1.002 2.480 -0.758
S -2.383 0.284 4.391
C -1.089 0.121 5.456
N 0.228 0.010 5.140
C 1.067 -0.246 6.291
C 0.090 -0.181 7.471
N -1.168 0.122 6.813
H 0.588 0.010 4.173
H 1.860 0.503 6.355
H 1.516 -1.243 6.234
H 0.360 0.609 8.178
H 0.030 -1.135 8.013
H -2.061 0.188 7.312


Density functional theory data (ωB97M-V/def2-TZVPD) for a 2-piece molecular cluster, CH3Br3SSi overall in a non-equilibrium geometry.

Calculated values
Molar mass (g mol⁻¹): 314.90
2S+1: 1
Highest occupied orbital energy (alpha / beta) (eV): -8.36 / -7.88
Energy relative to the best compared isomer or geometry (same formula, charge and spin) (kJ/mol): 328.5

CARTESIAN COORDINATES (ANGSTROEM)
C -0.443 2.444 -0.932
Si 0.382 -2.030 0.797
S -0.405 0.761 -0.765
Br 1.288 -1.782 2.809
Br 2.141 -1.913 -0.612
Br -0.580 -3.928 0.487
H -1.296 2.855 -0.371
H 0.603 2.867 -0.911
H -1.689 0.724 -0.502


Density functional theory data (ωB97M-V/def2-TZVPD) for a 2-piece molecular cluster, C3H6NO2 overall in a non-equilibrium geometry.

Calculated values
Molar mass (g mol⁻¹): 88.09
2S+1: 1
Net charge: -1
Highest occupied orbital energy (eV): -4.08
Energy relative to the best compared isomer or geometry (same formula, charge and spin) (kJ/mol): 152.2

CARTESIAN COORDINATES (ANGSTROEM)
C 2.477 0.164 -1.693
C 0.185 -0.017 -1.607
N 1.160 0.653 -2.067
H 2.476 -0.912 -1.822
H 3.256 0.577 -2.334
H 2.742 0.416 -0.666
H -0.831 0.104 -1.956
H 0.386 -0.698 -0.777
O -0.473 -0.506 1.189
C -1.447 -0.563 1.979
O -2.179 0.353 2.391
H -1.689 -1.595 2.354


Density functional theory data (ωB97M-V/def2-TZVPD) for C15H16Cl2F5IrN4O3SSe as an isolated structure in a non-equilibrium geometry.

Calculated values
Molar mass (g mol⁻¹): 769.46
Expectation value of S²: 0.77
2S+1: 2
Net charge: -1
Highest occupied orbital energy (alpha / beta) (eV): -3.70 / -3.56
Energy relative to the best compared isomer or geometry (same formula, charge and spin) (kJ/mol): 1551.6

CARTESIAN COORDINATES (ANGSTROEM)
Ir -0.024 -0.270 -0.708
C 0.513 0.157 4.530
C 1.153 -0.815 3.605
N 1.985 -1.756 3.959
N 2.307 -2.396 2.764
C 1.642 -1.797 1.737
S 1.534 -2.005 0.101
N 0.918 -0.803 2.278
N 0.195 -0.104 1.378
H 0.837 -0.026 5.554
H -0.573 0.058 4.472
H 0.789 1.174 4.241
H 2.941 -3.177 2.726
H 0.271 1.216 1.446
H -1.034 0.127 1.648
Cl 0.818 -1.339 -5.427
C -0.729 -0.521 -5.080
Cl -2.042 -1.725 -4.939
C -0.624 0.337 -3.804
O -0.816 1.548 -3.986
O -0.359 -0.271 -2.711
H -0.961 0.103 -5.940
C 2.010 -2.878 -3.751
C 1.475 -3.140 -2.348
C 0.616 -4.402 -2.315
C 0.689 -1.951 -1.865
H 2.613 -3.725 -4.100
H 2.646 -1.988 -3.767
H 1.181 -2.714 -4.482
H 2.325 -3.286 -1.676
H -0.250 -4.315 -2.980
H 0.246 -4.598 -1.305
H 1.196 -5.274 -2.633
H -0.349 -1.734 -2.213
H 1.194 -0.983 -1.588
O -1.168 0.981 -1.408
F -2.817 6.572 3.826
C -2.388 5.500 3.127
C -1.107 5.002 3.336
F -0.295 5.591 4.238
C -0.664 3.897 2.616
F 0.582 3.423 2.829
C -1.500 3.283 1.682
Se -0.886 1.748 0.680
C -2.785 3.789 1.477
F -3.605 3.212 0.582
C -3.227 4.894 2.198
F -4.469 5.379 1.997


Density functional theory data (ωB97M-V/def2-TZVPD) for C15H16Br4IN3O2Y as an isolated structure.

Calculated values
Molar mass (g mol⁻¹): 805.74
2S+1: 1
Net charge: +1
Highest occupied orbital energy (eV): -10.05
Energy relative to the best compared isomer or geometry (same formula, charge and spin) (kJ/mol): 0.0

CARTESIAN COORDINATES (ANGSTROEM)
Y -0.946 0.257 -0.260
Br -0.438 -3.521 5.651
C -0.139 -2.244 4.303
C 0.770 -1.207 4.497
Br 1.721 -1.058 6.112
C 0.981 -0.264 3.484
Br 2.178 1.175 3.668
C 0.293 -0.363 2.287
O 0.426 0.508 1.270
C -0.630 -1.410 2.094
O -1.271 -1.423 0.907
C -0.843 -2.339 3.097
Br -2.101 -3.695 2.758
I -3.541 1.383 1.282
C -2.356 3.025 0.739
C -2.616 4.291 1.227
C -1.765 5.315 0.842
C -0.699 5.036 -0.001
C -0.525 3.739 -0.435
N -1.345 2.739 -0.079
H -3.452 4.467 1.887
H -1.929 6.320 1.204
H -0.011 5.807 -0.313
H 0.300 3.477 -1.086
C 2.498 -1.452 -1.577
C 1.217 -1.718 -2.358
C 1.501 -1.915 -3.843
C 0.474 -2.912 -1.771
N 0.395 -0.473 -2.153
N -0.950 -0.462 -2.718
H 3.174 -2.300 -1.682
H 2.288 -1.306 -0.516
H 3.018 -0.568 -1.955
H 2.115 -2.803 -3.989
H 2.048 -1.065 -4.257
H 0.584 -2.060 -4.418
H 1.136 -3.776 -1.783
H -0.403 -3.198 -2.359
H 0.171 -2.737 -0.736
H 0.900 0.291 -2.597
H -1.276 -1.426 -2.745
H -0.954 -0.135 -3.680


Density functional theory data (ωB97M-V/def2-TZVPD) for one molecule with the formula C2H3N3O2 in a non-equilibrium geometry.

Calculated values
Molar mass (g mol⁻¹): 101.06
2S+1: 1
SMILES: O/N=c1/nc[nH]o1
Highest occupied orbital energy (eV): -8.69
Energy relative to the best compared isomer or geometry (same formula, charge and spin) (kJ/mol): 658.5

CARTESIAN COORDINATES (ANGSTROEM)
C -0.183 0.430 0.320
C 0.378 0.528 -1.788
H -1.088 -0.862 3.082
H 0.561 0.642 -2.955
H 1.955 -0.600 -1.638
N -1.193 0.106 1.141
N -0.312 1.131 -0.949
N 0.891 -0.648 -1.371
O -0.584 -0.733 2.091
O 0.797 -0.398 0.231


Density functional theory data (ωB97M-V/def2-TZVPD) for an isolated ion of composition C5H8N3O and charge +1 in a non-equilibrium geometry.

Calculated values
Molar mass (g mol⁻¹): 126.14
2S+1: 1
SMILES: N[C@@]1(C=O)C=CNC=[NH+]1
Net charge: +1
Highest occupied orbital energy (eV): -13.87
Energy relative to the best compared isomer or geometry (same formula, charge and spin) (kJ/mol): 143.2

CARTESIAN COORDINATES (ANGSTROEM)
C -0.478 1.016 0.462
C -1.446 0.321 1.006
C -0.898 -1.367 -0.539
C 1.552 -0.218 0.780
C 0.633 0.449 -0.254
N -1.468 -1.040 0.599
N 0.035 -0.612 -1.042
N 1.291 1.251 -1.326
O 1.472 -1.405 0.975
H -0.534 2.012 0.855
H -2.207 0.692 1.696
H -1.038 -2.337 -1.001
H 2.068 0.400 1.478
H -2.248 -1.645 0.979
H 0.359 -0.753 -1.959
H 2.245 1.290 -1.128
H 0.662 1.946 -1.581


Density functional theory data (ωB97M-V/def2-TZVPD) for C3H14N4O as an isolated structure in a non-equilibrium geometry.

Calculated values
Molar mass (g mol⁻¹): 122.17
Expectation value of S²: 2.01
2S+1: 3
Net charge: +2
Highest occupied orbital energy (alpha / beta) (eV): -12.30 / -17.59
Energy relative to the best compared isomer or geometry (same formula, charge and spin) (kJ/mol): 349.5

CARTESIAN COORDINATES (ANGSTROEM)
C 0.074 0.432 -0.322
C 1.169 -0.337 0.240
C -1.394 -0.422 0.338
N 1.225 -1.628 -0.011
N -2.212 -0.785 -0.769
N 2.799 0.525 -0.247
N -2.264 0.701 1.034
O -0.063 1.756 0.072
H -0.053 0.157 -1.327
H 1.260 -0.138 1.320
H -1.110 -1.219 0.942
H 0.973 -1.767 -1.004
H 1.741 -2.363 0.626
H -2.143 -1.786 -0.927
H -2.126 -0.410 -1.676
H 2.685 1.443 -0.724
H 3.049 -0.200 -0.970
H 3.476 0.648 0.437
H -1.776 1.587 0.790
H -3.243 0.615 0.716
H -2.362 0.831 2.100
H 0.295 2.360 -0.638


Density functional theory data (ωB97M-V/def2-TZVPD) for C22H39BrN2O5RuS3Si as an isolated structure in a non-equilibrium geometry.

Calculated values
Molar mass (g mol⁻¹): 716.82
Expectation value of S²: 8.76
2S+1: 6
Net charge: -1
Highest occupied orbital energy (alpha / beta) (eV): -4.08 / -4.83
Energy relative to the best compared isomer or geometry (same formula, charge and spin) (kJ/mol): 26.8

CARTESIAN COORDINATES (ANGSTROEM)
Ru -2.418 0.926 -1.603
S -3.487 4.491 -4.426
C -3.166 3.257 -3.390
S -4.140 2.803 -2.046
S -1.730 2.253 -3.525
O -4.207 -0.227 -2.547
C -3.595 -1.297 -2.401
O -2.435 -1.331 -1.902
H -4.064 -2.247 -2.714
C 3.366 -1.057 -3.098
C 2.344 -2.018 -2.480
C 1.216 -2.165 -3.513
C 3.028 -3.386 -2.330
Si 1.691 -1.374 -0.785
Br 0.387 0.409 -1.335
C 0.605 -2.635 0.170
C -0.421 -1.927 1.065
C 1.481 -3.549 1.045
C -0.209 -3.547 -0.759
C 3.066 -0.577 0.314
C 2.563 -0.316 1.741
C 4.295 -1.495 0.409
C 3.544 0.786 -0.210
H 3.632 -1.427 -4.091
H 4.287 -0.988 -2.523
H 2.960 -0.055 -3.223
H 1.655 -2.522 -4.448
H 0.726 -1.217 -3.720
H 0.451 -2.875 -3.216
H 3.429 -3.687 -3.302
H 2.337 -4.164 -2.015
H 3.861 -3.373 -1.629
H 0.028 -1.248 1.785
H -0.973 -2.683 1.627
H -1.153 -1.377 0.475
H 1.996 -3.019 1.844
H 2.224 -4.097 0.467
H 0.832 -4.291 1.519
H -0.867 -2.983 -1.415
H -0.845 -4.179 -0.133
H 0.419 -4.213 -1.349
H 2.342 -1.226 2.297
H 1.672 0.310 1.749
H 3.341 0.219 2.290
H 4.055 -2.494 0.769
H 5.006 -1.058 1.117
H 4.813 -1.595 -0.543
H 2.756 1.533 -0.165
H 3.920 0.758 -1.228
H 4.361 1.129 0.432
C 0.366 2.616 2.458
C -0.744 3.652 2.427
C -2.122 3.049 2.118
C -3.162 4.183 1.965
C -4.586 3.702 1.748
C -2.563 2.167 3.269
O -2.514 2.527 4.427
N -3.064 0.943 2.932
C -3.138 0.368 1.650
O -3.634 -0.730 1.535
N -2.608 1.082 0.621
C -2.065 2.306 0.803
O -1.545 2.848 -0.179
H 1.327 3.085 2.667
H 0.451 2.112 1.494
H 0.192 1.863 3.227
H -0.538 4.397 1.657
H -0.823 4.164 3.388
H -2.835 4.791 1.120
H -3.098 4.793 2.871
H -4.668 3.074 0.859
H -5.249 4.554 1.600
H -4.954 3.139 2.607
H -3.407 0.360 3.683